Record 1
{
  "formula": "C20H39BBrNO6",
  "method": "wB97M-V/def2-TZVPD",
  "species": ["Br", "O", "O", "O", "O", "O", "O", "N", "C", "C", "C", "C", "C", "C", "C", "C", "C", "C", "C", "C", "C", "C", "C", "C", "C", "C", "C", "C", "B", "H", "H", "H", "H", "H", "H", "H", "H", "H", "H", "H", "H", "H", "H", "H", "H", "H", "H", "H", "H", "H", "H", "H", "H", "H", "H", "H", "H", "H", "H", "H", "H", "H", "H", "H", "H", "H", "H", "H"],
  "positions_angstrom": [[1.10472, -3.22787, -1.13953], [-2.46823, -0.96625, 3.46081], [-1.15948, 0.61022, 4.22216], [1.31824, 3.44814, -1.07664], [-2.21550, 0.37692, -2.50670], [1.73479, 2.71626, -3.16181], [-2.35667, -1.43579, -1.29441], [0.95594, -0.37236, -0.55399], [0.33427, -0.52774, 0.78258], [-2.22229, -0.20676, 4.35654], [-0.53509, 3.06660, -2.48992], [4.08111, -1.93816, -2.32312], [-2.90609, -0.33294, -1.82293], [2.18963, 0.92831, 1.79134], [1.35561, -0.36562, 1.89838], [-3.91018, -3.28839, -0.92999], [-2.99466, -2.25565, -0.30736], [-0.05649, 1.17358, 6.32879], [-3.01660, -0.19782, 5.64158], [-4.37258, -0.04950, -1.60222], [0.90708, 3.11119, -2.15225], [-1.31950, 4.13669, -2.38124], [-0.85922, 1.66434, 5.14257], [2.35391, 1.42088, -2.93678], [1.97909, 0.52180, -4.09467], [4.03581, -1.11809, -3.61728], [3.40490, -1.19650, -1.15896], [2.58855, -0.89284, -4.11637], [1.88715, -1.43002, -0.92675], [-4.50747, 1.02861, -1.57930], [2.00300, 1.03770, -1.98030], [-0.27246, 2.37470, 4.56286], [-2.17408, -2.75110, 0.20810], [0.85816, 0.68932, 5.98722], [-4.04887, -0.43655, 5.40026], [3.59963, -0.12843, -1.21906], [-3.00397, 0.75087, 6.17136], [3.87424, -1.53341, -0.22228], [0.21099, 2.00902, 6.97585], [2.56245, -1.21282, -5.15899], [4.54941, -1.71027, -4.37881], [2.00449, -1.24285, 1.96869], [-0.61402, 0.44700, 6.92023], [3.64061, -2.91574, -2.51480], [3.42718, 1.59104, -2.85576], [4.61603, -0.19943, -3.52582], [2.17193, 1.06272, -5.02170], [0.89322, 0.39854, -4.04299], [-0.18084, -1.48726, 0.89082], [-4.73602, -2.82362, -1.46980], [-3.50257, -1.63923, 0.43502], [5.12536, -2.11725, -2.05555], [0.18483, -0.40952, -1.22430], [1.92117, -1.58398, -3.59624], [-1.77105, 2.18067, 5.44546], [3.25207, 0.70774, 1.70396], [-0.41683, 0.25653, 0.88720], [-4.77166, -0.46118, -0.67893], [-3.35531, -3.89940, -1.64194], [1.88949, 1.52135, 0.92944], [0.78782, -0.33967, 2.83017], [-4.32590, -3.93706, -0.15899], [-2.39390, 4.04662, -2.46408], [-2.62243, -0.97499, 6.29522], [-4.93265, -0.45396, -2.44457], [-0.92241, 2.12548, -2.86828], [2.03153, 1.54074, 2.67835], [-0.88939, 5.11639, -2.21955]],
  "charge": 0
}

Record 2
{
  "formula": "C20H39BF2N4O4P",
  "method": "wB97M-V/def2-TZVPD",
  "species": ["P", "F", "F", "O", "O", "O", "O", "N", "N", "N", "N", "C", "C", "C", "C", "C", "C", "C", "C", "C", "C", "C", "C", "C", "C", "C", "C", "C", "C", "C", "C", "B", "H", "H", "H", "H", "H", "H", "H", "H", "H", "H", "H", "H", "H", "H", "H", "H", "H", "H", "H", "H", "H", "H", "H", "H", "H", "H", "H", "H", "H", "H", "H", "H", "H", "H", "H", "H", "H", "H", "H"],
  "positions_angstrom": [[-2.38077, 3.10332, 2.21936], [-3.53070, 5.55938, -0.09791], [-2.36279, 6.86184, 1.84666], [0.27356, 1.10527, 3.26780], [-0.74843, 5.39147, 1.89546], [-4.88775, 4.12694, 0.83391], [1.21398, 3.29223, 3.48184], [-1.65250, 0.97889, 0.87937], [-2.30536, -1.73047, -4.47308], [-2.93895, 4.69294, 1.90842], [4.09900, -1.30016, 2.62778], [-4.48066, -1.67719, -3.11599], [-3.06609, 0.19437, -5.84273], [-1.28733, 3.02798, -0.35546], [-1.13546, 0.31563, -0.14906], [4.94373, -0.48128, 3.47948], [5.75294, 0.54954, 2.70582], [-0.75479, 2.30202, -1.41944], [-2.89116, -1.31350, -5.73453], [-3.00623, -1.28864, -3.28426], [3.60325, -3.14895, 4.33924], [4.78528, -2.00366, 1.55492], [3.11298, -2.07236, 3.36560], [-1.69506, 2.30250, 0.74866], [5.92852, -2.95259, 1.93294], [-1.85717, -3.11470, -4.47125], [-2.91032, -4.21599, -4.63445], [-1.89488, 5.65213, 1.85884], [-0.66109, 0.92469, -1.31242], [-1.31027, 3.08996, 3.65725], [-3.90699, 4.75381, 0.86311], [0.13725, 2.43441, 3.43002], [-2.12443, 0.70953, -5.64478], [-3.58398, -4.01937, -5.46831], [-1.84517, 2.56571, 4.44633], [-0.24914, 0.30303, -2.08895], [-3.82150, 0.57210, -5.15171], [-3.38907, 0.45617, -6.85014], [4.38717, -2.77900, 4.99977], [3.97442, -4.02994, 3.81882], [-1.08839, -0.75999, -0.06612], [4.03923, -2.55296, 0.97528], [-3.85973, -1.79688, -5.93120], [1.77498, 3.25621, 2.69966], [-4.59964, -2.71660, -2.81664], [-5.05403, -1.51440, -4.02857], [-1.14388, 4.12153, 3.94797], [2.50276, -1.35788, 3.93170], [-2.44741, -1.63499, -2.40825], [5.10519, 1.15991, 2.07353], [-3.52805, 2.38278, 2.54304], [2.77447, -3.47597, 4.96989], [4.29422, 0.05425, 4.17849], [-1.12656, -3.21939, -5.27864], [5.63135, -1.08021, 4.09436], [2.42705, -2.53257, 2.64837], [5.18030, -1.25679, 0.86140], [-4.93498, -1.06450, -2.33381], [1.17334, 0.87815, 2.99898], [6.51260, 0.08721, 2.07560], [6.51026, -3.19515, 1.04219], [6.61292, -2.50560, 2.65467], [-1.34915, 4.09793, -0.44822], [-0.40034, 2.81005, -2.30089], [-2.41461, -5.16710, -4.83528], [-1.29560, -3.29432, -3.54970], [-2.93862, -0.19559, -3.24345], [-3.50541, -4.35102, -3.73230], [-2.21916, -1.63266, -6.53438], [5.56480, -3.89289, 2.34307], [6.26805, 1.21141, 3.40231]],
  "charge": 1
}

Record 3
{
  "formula": "C20H39BFNO6",
  "method": "wB97M-V/def2-TZVPD",
  "species": ["F", "O", "O", "O", "O", "O", "O", "N", "C", "C", "C", "C", "C", "C", "C", "C", "C", "C", "C", "C", "C", "C", "C", "C", "C", "C", "C", "C", "B", "H", "H", "H", "H", "H", "H", "H", "H", "H", "H", "H", "H", "H", "H", "H", "H", "H", "H", "H", "H", "H", "H", "H", "H", "H", "H", "H", "H", "H", "H", "H", "H", "H", "H", "H", "H", "H", "H", "H"],
  "positions_angstrom": [[-4.03460, -0.33212, -1.55288], [0.15039, -0.78445, -0.99924], [-3.90481, 3.14118, -1.83828], [-2.56458, -1.04185, -0.08970], [5.39516, -4.94387, -2.35710], [0.57501, 0.49940, -2.91420], [4.41612, -2.36628, -3.39134], [-2.37511, 1.61983, -2.54393], [1.02925, 2.65004, 4.65090], [-2.69842, -0.22654, 2.91500], [3.16714, -2.97927, -3.66945], [-1.89304, 0.31092, -2.08676], [1.37150, 1.60273, -2.48520], [2.48170, 1.21843, -1.52037], [-2.31715, 0.72316, 4.08809], [-1.00949, 2.60657, 0.00624], [-3.25870, 2.19876, -1.60759], [-3.19472, 1.37187, -0.26579], [-0.87209, 1.18177, 3.90455], [5.71674, -5.32972, -3.68245], [5.92216, -3.67302, -2.00493], [-4.61339, 1.27172, 1.95176], [-2.80303, 0.03513, -0.89380], [4.86278, -2.59318, -2.06295], [-0.27557, 1.92647, 5.10766], [-2.12603, 2.12387, 0.50340], [-4.15276, -0.11057, 2.45965], [-4.55435, 1.50266, 0.42492], [-0.33193, 0.02957, -1.99394], [-0.15104, -0.49251, -0.12672], [6.77099, -3.41365, -2.64492], [3.01537, -2.95257, -4.74765], [6.28787, -3.75227, -0.97607], [-5.32544, 0.88553, -0.02590], [2.11256, 1.18821, -0.49778], [-0.15210, 2.60487, 0.66622], [5.51895, -4.52662, -4.39612], [-0.95475, 2.69004, 5.47356], [1.23697, 2.46172, 3.59899], [0.92773, 3.72680, 4.73174], [6.76975, -5.62447, -3.74542], [-4.86213, 2.53419, 0.26582], [-4.76308, -0.33908, 3.33434], [3.14421, -4.01956, -3.33687], [-2.31769, 0.10040, 4.97995], [4.02097, -2.83937, -1.40828], [5.29945, -1.65326, -1.70874], [3.31651, 1.91444, -1.55525], [-4.42555, -0.83914, 1.70025], [-1.97255, -0.07074, 2.12246], [-0.27696, 0.27764, 3.76171], [5.09579, -6.18661, -3.93996], [0.03956, 1.22661, 5.87278], [-1.60210, 2.23355, -2.76925], [-3.02072, 1.54142, 4.21215], [-5.66634, 1.35627, 2.21660], [2.87328, 0.23470, -1.75383], [-4.12804, 2.06930, 2.50588], [-2.27908, 2.33185, 1.54732], [-3.13051, -1.76051, -0.40148], [-2.22514, -0.43118, -2.82949], [-0.92505, 3.05173, -0.97033], [2.35669, -2.42299, -3.18617], [-2.56519, -1.24969, 3.26061], [-0.71480, 1.79117, 3.01671], [1.90294, 2.30519, 5.19504], [1.86897, 1.97033, -3.37956], [0.79154, 2.44508, -2.11460]],
  "charge": 0
}

| no. | HOMO level (eV) | calculated total energy (Eh) | Kohn-Sham gap (eV) |
| --- | --- | --- | --- |
| 1 | -8.8 | -3890.5523 | 9.33 |
| 2 | -10.1 | -1871.2476 | 6.46 |
| 3 | -9.2 | -1416.3446 | 9.68 |